Entry from the OMol25 dataset: a structure of composition C30H17CrF15GeN3O5S2 (wB97M-V/def2-TZVPD).

The geometry in ORCA input format:
```
! wB97M-V def2-TZVPD RIJCOSX def2/J DEFGRID3
* xyz -1 5
Cr -2.62758 0.92915 0.09940
O -2.48405 2.64841 1.59118
C -2.73511 2.03918 2.85655
C -4.01975 1.21695 2.74232
N -3.96755 0.28281 1.60824
C -5.26881 0.25770 0.93475
C -5.37594 1.59234 0.13706
O -6.38469 2.26988 0.18659
O -4.30713 1.83951 -0.49476
C -3.54469 -1.07103 1.94324
C -3.10999 -1.77546 0.61292
O -3.06905 -2.99225 0.55899
O -2.80687 -0.97579 -0.32642
H -1.54254 2.87273 1.54835
H -2.87028 2.82763 3.61113
H -1.89153 1.40168 3.14376
H -4.83804 1.92131 2.56250
H -4.20893 0.68663 3.68367
H -6.10292 0.13605 1.63491
H -5.27898 -0.55682 0.20374
H -4.33656 -1.65138 2.43463
H -2.66560 -1.03780 2.59523
C 2.08811 4.08392 -4.27411
C 1.68224 3.43468 -2.99985
C 2.44285 3.34667 -1.86010
C 1.89108 2.79533 -0.69989
N 0.60728 2.34706 -0.67496
C -0.11978 2.44300 -1.75115
S -1.76277 1.99980 -1.83576
N 0.38717 2.95583 -2.92346
C 2.63525 2.68825 0.58237
H 3.10904 4.44557 -4.20519
H 1.42753 4.92645 -4.48341
H 2.01721 3.39133 -5.11197
H 3.45909 3.70421 -1.86129
H -0.23401 2.99349 -3.71777
H 3.60960 3.16275 0.50929
H 2.76151 1.63634 0.84039
H 2.06151 3.13943 1.38953
F 3.61321 -0.07018 -0.74776
C 2.67296 -0.02764 -1.71383
C 1.38427 -0.45997 -1.41886
C 0.44508 -0.42649 -2.43289
F -0.79253 -0.83899 -2.12448
C 0.75069 -0.00650 -3.71622
F -0.16045 -0.00067 -4.70348
C 2.06135 0.41605 -3.98733
F 2.38002 0.84723 -5.22255
C 3.02229 0.39591 -2.98836
F 4.27513 0.80162 -3.26103
Ge 0.70358 -0.99764 0.36643
S -0.65021 0.36025 1.30490
C 0.07647 -2.90108 0.18504
C -0.46905 -3.49460 1.30752
F -0.55788 -2.74544 2.42389
C -0.88183 -4.81721 1.33677
F -1.35486 -5.37342 2.45959
C -0.76224 -5.57856 0.18066
F -1.13590 -6.86502 0.17553
C -0.20976 -5.01201 -0.96249
F -0.05783 -5.76237 -2.06401
C 0.20180 -3.68599 -0.94655
F 0.77146 -3.18039 -2.04779
C 2.28692 -1.22853 1.58645
C 3.15982 -2.27418 1.30494
F 2.90270 -3.03481 0.22400
C 4.27022 -2.56375 2.07466
F 5.06670 -3.60395 1.78347
C 4.56501 -1.75966 3.17332
F 5.63992 -2.01417 3.93571
C 3.72520 -0.68619 3.47035
F 4.02129 0.11263 4.51026
C 2.59851 -0.45269 2.69729
F 1.81168 0.57287 3.04621
*
```

Calculated values
E_LUMO (spin up / spin down)   2.2 / 2.2 eV
HOMO level (spin up / spin down)   -2.88 / -5.81 eV

Entry from the OMol25 dataset: a cluster of 5 separate species, C30H72N2 in total (wB97M-V/def2-TZVPD).

The geometry in ORCA input format:
```
! wB97M-V def2-TZVPD RIJCOSX def2/J DEFGRID3
* xyz 0 1
C -0.14073 -199.71240 30.04465
C -1.34012 -199.57979 29.23072
N -1.29470 -200.27258 27.93115
C -2.51043 -200.68185 27.30063
C -3.40417 -199.34211 26.90784
C -0.32389 -199.58264 27.07506
C 0.20315 -200.34893 25.84667
H 0.48560 -198.95598 29.56003
H 0.34660 -200.66792 30.16222
H -0.23524 -199.55144 31.05556
H -1.66116 -198.41156 29.28254
H -2.14550 -200.23102 29.98529
H -3.08534 -201.41080 27.94131
H -2.19310 -201.20709 26.42075
H -3.69948 -198.80888 27.72019
H -4.23452 -199.43658 26.62369
H -2.93804 -198.70403 26.18036
H 0.56002 -199.14600 27.72815
H -0.91301 -198.74568 26.65021
H 1.09571 -199.99705 25.37746
H -0.45706 -200.63962 24.93840
H 0.63752 -201.27987 26.48171
C 2.79249 -196.60594 26.95424
C 3.34717 -197.78437 26.19561
N 4.71826 -198.21234 26.69546
C 5.04628 -199.51110 26.49912
C 4.42772 -200.44266 27.50294
C 5.61733 -197.18530 26.03011
C 6.97600 -197.00110 26.79769
H 3.36915 -195.53154 26.74642
H 2.59093 -196.81116 28.10202
H 1.76785 -196.42384 26.62514
H 3.45611 -197.46971 25.07939
H 2.68906 -198.67545 26.27116
H 5.92976 -199.54092 26.66626
H 4.86528 -199.86486 25.43305
H 4.32577 -200.16681 28.58840
H 4.76092 -201.38065 27.46994
H 3.44057 -200.58461 27.20292
H 5.21986 -196.36450 25.81153
H 5.92939 -197.61427 25.17464
H 7.39128 -198.01512 27.05949
H 6.81872 -196.32328 27.60444
H 7.78494 -196.56182 26.27010
C 3.05100 -203.61159 25.71162
C 3.32937 -204.17061 27.08435
C 4.52821 -204.97491 27.31465
C 4.70248 -205.36195 28.77680
C 5.72620 -206.48744 29.06966
C 5.77457 -206.85343 30.54315
H 3.87756 -203.02759 25.48220
H 2.14068 -203.14392 25.86761
H 2.93117 -204.58029 25.41724
H 2.57258 -204.77662 27.21657
H 3.38074 -203.14604 27.67381
H 5.34639 -204.41717 26.85137
H 4.61539 -205.75349 26.61821
H 3.63671 -205.64275 29.24999
H 4.93784 -204.48679 29.34993
H 6.82329 -206.19467 28.69608
H 5.48395 -207.19944 28.50461
H 6.24403 -207.85095 30.57063
H 4.69542 -207.21397 30.99131
H 6.20237 -205.92227 31.14939
C -3.47683 -195.72698 27.61532
C -2.67057 -195.73726 28.97720
C -1.19509 -195.60982 28.80493
C -0.59548 -195.72678 30.25221
C 1.00988 -195.61485 30.31347
C 1.53400 -195.39028 31.60641
H -3.05976 -196.38331 27.07928
H -3.34748 -194.47681 27.31777
H -4.41169 -195.64650 27.90117
H -3.09034 -196.66812 29.44974
H -2.95037 -194.90381 29.47318
H -0.68223 -194.86137 28.43413
H -0.81795 -196.37637 28.12626
H -0.93525 -196.80597 30.59124
H -0.95041 -194.95058 30.63278
H 1.54493 -195.13467 29.54606
H 1.43988 -196.61461 30.02599
H 1.06269 -196.06180 32.32364
H 1.07665 -194.35010 31.98479
H 2.68602 -195.26993 31.83052
C 3.12455 -203.16180 32.57223
C 3.89187 -202.04741 31.90088
C 3.04764 -200.70037 32.29642
C 3.43959 -199.47999 31.43072
C 4.87077 -198.95270 31.93593
C 5.48262 -197.93186 30.95879
H 2.08729 -203.39806 32.16791
H 3.10948 -203.19424 33.60754
H 3.87219 -203.92882 32.26271
H 3.86191 -202.20885 30.83999
H 4.88009 -201.76523 32.26452
H 3.15424 -200.56522 33.32307
H 1.87441 -201.03790 31.94630
H 2.82562 -198.57295 31.68050
H 3.32127 -199.71715 30.31021
H 5.70531 -199.70879 32.01010
H 4.81373 -198.40749 32.89771
H 5.64836 -198.39103 30.04395
H 6.58476 -197.51532 31.25999
H 4.84883 -197.11133 31.00504
*
```

Calculated values
E_LUMO   0.9 eV
HOMO level   -8.18 eV

Entry from the OMol25 dataset: a cluster of 14 separate species, C54H144N20O22 in total (wB97M-V/def2-TZVPD).

The geometry in ORCA input format:
```
! wB97M-V def2-TZVPD RIJCOSX def2/J DEFGRID3
* xyz 0 1
C 0.29890 3.88133 3.63178
O 0.51924 2.87499 4.29510
N -0.23587 3.87597 2.31198
N 0.64867 5.15458 4.01028
H -0.03150 4.67975 1.72784
H -0.42355 2.99512 1.92508
H 1.18115 5.29612 4.83304
H 0.65828 5.91407 3.34210
C 3.66575 0.45386 2.78799
O 3.91856 0.66904 3.98633
N 4.36612 -0.42216 1.93016
N 2.57487 1.00508 2.11622
H 3.79114 -0.93755 1.25382
H 4.98253 -1.11575 2.30966
H 2.01709 1.58877 2.73963
H 2.31186 0.74889 1.20303
C 1.53435 6.38538 0.10837
O 0.91512 6.74084 1.10130
N 1.03140 6.87513 -1.08191
N 2.72006 5.64408 0.05074
H 0.09687 7.29167 -1.17338
H 1.46531 6.87444 -2.02873
H 3.23707 5.77304 -0.81474
H 3.25249 5.48525 0.87936
C 1.99033 -1.90621 -1.06043
O 3.03511 -1.71603 -0.40568
N 1.90391 -2.44343 -2.32681
N 0.72170 -1.60461 -0.52374
H 1.02067 -2.72221 -2.71422
H 2.73148 -2.71371 -2.82864
H -0.06797 -1.98666 -1.04786
H 0.68007 -1.76586 0.48659
C -0.24007 -0.02850 6.14208
O -0.39773 -1.29456 6.11184
N 0.97119 0.56924 6.72345
N -1.09043 0.90451 5.60379
H 1.71892 -0.18918 6.81309
H 1.42683 1.35393 6.24488
H -1.97328 0.62609 5.22816
H -0.95013 1.87311 5.78548
C -4.89118 1.64373 1.44349
O -4.91822 0.58013 2.13294
N -4.88209 1.66608 0.03744
N -4.66809 2.91006 1.97774
H -5.09210 0.84006 -0.46518
H -5.09787 2.56708 -0.38100
H -4.19082 3.02464 2.85791
H -4.44952 3.58392 1.25761
C -1.71117 -7.15769 6.94316
O -1.99996 -6.13888 5.98986
C -1.43555 -4.89846 6.32368
C 0.07913 -4.93933 5.91701
N 0.26029 -5.43985 4.61178
C 1.58962 -5.44949 4.11992
C 1.63609 -5.98584 2.73227
O 1.02311 -7.31674 2.69113
C 1.91794 -8.16109 2.01056
H -1.85472 -6.83609 7.98380
H -0.69041 -7.56730 6.78533
H -2.39055 -7.99714 6.71705
H -1.54036 -4.75308 7.39583
H -1.96016 -4.12012 5.72837
H 0.67403 -5.45416 6.76388
H 0.35542 -3.90037 6.08363
H -0.19890 -6.34944 4.53106
H 2.18920 -6.08054 4.81790
H 2.15308 -4.51356 4.14036
H 2.67050 -6.07955 2.34923
H 1.02991 -5.39467 2.05883
H 1.57058 -9.19126 2.06969
H 2.92800 -8.09145 2.43346
H 2.01178 -7.87277 0.98482
C -3.41143 9.51875 -2.65533
O -2.90890 9.24818 -3.94463
C -2.41858 7.88258 -4.14285
C -1.16359 7.50645 -3.38554
N -0.04870 8.47331 -3.56192
C 0.59606 8.43182 -4.90699
C 1.82349 7.53277 -4.74710
O 1.44819 6.21463 -4.27954
C 2.42937 5.23056 -4.48740
H -2.64398 9.52998 -1.84970
H -4.07827 8.73723 -2.31329
H -3.99346 10.45817 -2.68247
H -2.20996 7.85800 -5.21500
H -3.20522 7.15201 -4.02096
H -0.85401 6.47376 -3.59624
H -1.45185 7.54433 -2.32984
H -0.52881 9.33264 -3.29555
H 0.80829 9.50278 -5.12962
H -0.09565 8.14499 -5.67130
H 2.58239 7.94811 -4.04468
H 2.31447 7.31087 -5.73264
H 2.00024 4.23042 -4.31380
H 3.29509 5.28258 -3.80494
H 2.79299 5.25516 -5.51557
C -8.03973 7.05774 -2.67780
O -7.52231 5.83096 -2.21166
C -6.90026 5.01971 -3.14886
C -6.27435 3.89655 -2.37142
N -5.22625 4.38034 -1.38360
C -3.95124 4.47673 -2.03310
C -2.94374 5.17162 -1.04478
O -3.39385 6.53708 -0.85513
C -2.78277 7.13126 0.21527
H -8.12087 7.72683 -1.83290
H -9.04197 6.93636 -3.13111
H -7.41173 7.48975 -3.48226
H -6.08179 5.60135 -3.63238
H -7.59283 4.63034 -3.90615
H -5.81800 3.09001 -2.98945
H -7.08582 3.47095 -1.77669
H -5.59602 5.31166 -1.09154
H -4.01801 5.12616 -2.92857
H -3.67920 3.49452 -2.37857
H -1.90642 5.09838 -1.37329
H -3.07531 4.65621 -0.10773
H -3.08906 6.88722 1.21910
H -2.97944 8.19909 0.13543
H -1.65865 7.07690 0.22177
C 0.91874 -0.99711 -6.83350
O 1.70218 0.03799 -6.30518
C 1.57385 0.34206 -4.87257
C 2.37949 1.57106 -4.52993
N 3.73702 1.71875 -5.04699
C 4.69446 0.82177 -4.33988
C 5.95711 0.81938 -5.21206
O 5.56829 0.50332 -6.58972
C 6.32175 1.04905 -7.64955
H 1.14628 -1.13738 -7.90933
H -0.15045 -0.68921 -6.71763
H 0.99672 -1.94603 -6.27297
H 1.92669 -0.46123 -4.23046
H 0.52860 0.52623 -4.67432
H 2.22613 1.82044 -3.49304
H 1.85614 2.41712 -5.05678
H 3.72960 1.53379 -6.04347
H 4.34861 -0.20882 -4.30396
H 4.86318 1.14686 -3.29477
H 6.66543 0.11392 -4.77483
H 6.33365 1.82232 -5.33042
H 5.80790 0.81571 -8.58740
H 7.31259 0.62459 -7.80192
H 6.33279 2.17474 -7.61093
C 4.16891 -5.08234 -0.52376
O 4.84599 -6.32604 -0.42519
C 5.48529 -6.67782 0.79955
C 6.01186 -8.05531 0.61429
N 7.18012 -8.00599 -0.24651
C 7.56528 -9.20190 -0.99020
C 8.74463 -8.97250 -1.89779
O 8.85804 -10.09380 -2.74936
C 9.60793 -9.83349 -3.87168
H 3.92193 -4.92268 -1.60232
H 4.77841 -4.28041 -0.21863
H 3.21259 -5.09266 -0.05401
H 4.66757 -6.72519 1.53720
H 6.30714 -5.97248 1.05977
H 5.26415 -8.67483 0.07432
H 6.17957 -8.61368 1.58447
H 7.98206 -7.73639 0.28729
H 6.66771 -9.59696 -1.58273
H 7.91422 -9.96543 -0.28247
H 9.66404 -9.02454 -1.28366
H 8.68408 -8.01623 -2.43745
H 10.46420 -9.23158 -3.56565
H 9.06939 -9.23462 -4.59287
H 9.96895 -10.77352 -4.33627
C -2.67868 -6.98743 1.00619
O -2.47703 -6.92471 -0.41389
C -1.28477 -6.21720 -0.83703
C -1.36459 -4.74608 -0.47577
N -2.53902 -4.00069 -0.90179
C -2.80245 -4.04530 -2.35346
C -1.57139 -3.62384 -3.17316
O -0.96014 -2.45514 -2.59859
C -1.59445 -1.18893 -2.88179
H -1.74370 -6.97396 1.56649
H -3.20996 -7.96485 1.17464
H -3.26379 -6.11669 1.35774
H -1.17351 -6.35862 -1.93125
H -0.38853 -6.51380 -0.31037
H -0.33784 -4.42339 -0.83101
H -1.37771 -4.69147 0.60588
H -2.52099 -3.03913 -0.58757
H -3.61998 -3.32313 -2.52069
H -3.13806 -5.03722 -2.57426
H -1.73647 -3.44150 -4.24051
H -0.75299 -4.30652 -3.09833
H -2.50884 -1.10416 -2.31893
H -1.91176 -1.16692 -3.95701
H -0.97663 -0.34516 -2.64061
C -3.71124 4.47903 5.04232
O -3.51771 3.10963 4.95357
C -4.55251 2.51020 5.72921
C -4.33481 1.02213 6.00699
N -3.92084 0.22315 4.85702
C -3.93691 -1.21522 5.16854
C -3.64303 -2.17085 3.97822
O -4.08986 -3.41402 4.48846
C -3.61069 -4.48090 3.72180
H -4.63749 4.72316 5.51171
H -3.66709 4.93789 4.02266
H -2.87020 4.94037 5.63192
H -5.49045 2.65449 5.19568
H -4.53211 2.97093 6.74669
H -5.27872 0.65459 6.45945
H -3.54237 0.88650 6.74872
H -4.47823 0.47026 4.03355
H -4.85290 -1.66108 5.58483
H -3.16437 -1.40005 5.91519
H -2.57743 -2.22295 3.93255
H -4.11191 -1.91660 3.04465
H -4.15044 -5.38806 3.96915
H -2.55995 -4.71547 4.01576
H -3.69614 -4.28930 2.64581
C -0.40083 3.53233 -3.05141
O -0.96073 2.50643 -2.32746
C -0.26872 2.31662 -1.07364
C -1.25728 1.53780 -0.13182
N -0.50441 0.96839 0.97459
C -1.25484 0.21731 2.05222
C -0.29616 -0.51596 2.95665
O 0.46659 -1.55867 2.31877
C 1.40265 -2.21512 3.22790
H 0.49416 3.20265 -3.56632
H -0.12871 4.35921 -2.36774
H -1.08169 3.88104 -3.83157
H 0.00476 3.31489 -0.75795
H 0.62077 1.71437 -1.12512
H -1.82596 0.84052 -0.73809
H -1.93079 2.30437 0.27849
H 0.15946 0.27824 0.59699
H -1.93606 -0.51350 1.62264
H -1.84527 0.96444 2.66860
H -0.94013 -1.00980 3.66988
H 0.45153 0.06054 3.48403
H 2.16248 -1.49425 3.53048
H 1.88843 -3.00629 2.69260
H 0.86849 -2.61901 4.08494
*
```

Calculated values
E_LUMO   0.2 eV
HOMO level   -8.11 eV